Record 1
# C14H17N3O3

An isolated molecule of C14H17N3O3 in a non-equilibrium geometry (ωB97M-V/def2-TZVPD, the Open Molecules 2025 dataset).

* structure (SMILES): C[C@H](NC(=O)[C@@H](N)Cc1c[nH]c2ccccc12)C(=O)O
* E_LUMO: 0.010 hartree
* maximum force: 6.174 eV Å⁻¹
* relative energy (zero: lowest compared OMol25 entry of this formula, charge and spin): 96.0 kcal/mol

```
37
Properties=species:S:1:pos:R:3:mulliken_charge:R:1
C -1.0800 0.0395 2.1748 -0.092
C -0.1325 -1.0788 2.4945 0.253
C -0.3631 1.3175 1.6530 -1.228
C 0.6328 1.1288 0.5843 0.347
C 1.8962 0.5826 0.6158 -0.381
C 0.4739 1.5637 -0.7780 0.614
C 1.6620 1.4500 -1.4256 0.084
C -0.7011 2.1451 -1.4220 -0.366
C 1.7592 1.8123 -2.7879 -0.789
C -0.7268 2.2384 -2.8107 -0.943
C 0.5593 2.2401 -3.4364 -0.249
C -0.1768 -1.7021 0.0502 0.632
C -1.6570 -2.0392 0.1039 0.627
C 0.5032 -2.7637 -0.6919 -1.431
H -1.2421 0.1603 4.2794 0.321
H -2.6011 0.2227 3.2288 0.347
H -1.8002 -0.2500 1.5626 0.672
H 0.2603 1.7239 2.4450 0.242
H -1.1138 2.1021 1.3827 0.404
H 2.4961 0.1712 1.3599 0.596
H 3.2142 0.1945 -0.8769 0.322
H -1.7277 2.1852 -0.9210 0.200
H 2.5650 1.7035 -3.5596 0.291
H -1.6506 2.7011 -3.2073 0.379
H 0.6326 2.5324 -4.5147 0.306
H 1.1112 -2.4085 1.8180 0.283
H 0.0388 -0.7707 -0.4982 -0.127
H 0.0955 -3.7314 -0.2472 0.396
H 1.6023 -2.5898 -0.7993 0.411
H 0.0119 -2.7121 -1.7466 0.275
H -1.5842 -2.0154 -1.8511 0.320
N -1.6608 0.5702 3.4040 -0.751
N 2.5621 0.9241 -0.5067 -0.175
N 0.5205 -1.7066 1.4552 -0.048
O 0.1374 -1.3687 3.6279 -0.698
O -2.3415 -2.4420 0.9983 -0.531
O -2.1753 -2.1303 -1.1571 -0.515
```

Record 2
# C14H17N3O3

An isolated molecule of C14H17N3O3 in a non-equilibrium geometry (ωB97M-V/def2-TZVPD, the Open Molecules 2025 dataset).

* structure (SMILES): C[C@H](NC(=O)[C@@H](N)Cc1c[nH]c2ccccc12)C(=O)O
* E_LUMO: 0.018 hartree
* maximum force: 6.824 eV Å⁻¹
* relative energy (zero: lowest compared OMol25 entry of this formula, charge and spin): 160.5 kcal/mol

```
37
Properties=species:S:1:pos:R:3:mulliken_charge:R:1
C 0.6268 -1.0860 0.0765 0.085
C 1.9453 -1.2792 0.9631 0.312
C -0.6682 -1.9580 0.6482 -1.227
C -1.8208 -1.4339 0.0527 0.810
C -2.7522 -2.0816 -0.7512 -0.607
C -2.4890 -0.1468 0.3407 0.476
C -3.6400 -0.0307 -0.5049 0.099
C -2.1230 1.0351 1.0321 -0.417
C -4.6098 0.9780 -0.6291 -0.846
C -3.2170 2.0086 1.0253 -0.542
C -4.3734 1.9830 0.2634 -0.366
C 3.1716 0.5740 -0.2778 0.681
C 4.6596 0.5399 -0.6724 0.194
C 2.7909 2.0043 0.3932 -1.034
H 0.0892 -0.1757 -1.7312 0.293
H 0.8544 -1.9655 -1.7642 0.297
H 0.3058 -0.0974 0.4327 -0.081
H -0.4603 -3.0239 0.5823 0.513
H -0.5441 -1.8836 1.8243 0.270
H -2.2598 -3.0801 -1.3352 0.179
H -4.4652 -1.5667 -1.8539 0.215
H -1.4439 1.2770 1.8589 0.429
H -5.2797 1.0732 -1.4262 0.406
H -3.2121 2.8613 1.7220 0.319
H -4.9449 2.9207 0.2468 0.320
H 3.8562 -0.9353 1.3999 0.286
H 2.5613 0.1631 -1.1885 0.341
H 3.5164 2.7537 -0.2868 0.315
H 1.6233 2.3807 0.4260 0.220
H 3.2426 1.8232 1.5583 0.245
H 6.3484 -0.1925 -0.9966 0.436
N 0.8366 -0.9192 -1.3393 -0.486
N -3.7500 -1.1841 -1.2259 -0.067
N 3.0581 -0.4290 0.8301 -0.235
O 2.0656 -2.0662 1.9359 -0.722
O 5.0963 1.7131 -1.0194 -0.645
O 5.4052 -0.5535 -0.6099 -0.463
```

| no. | electronic energy (eV) | gap between HOMO and LUMO (eV) |
| --- | --- | --- |
| 1 | -25404.64144 | 8.25 |
| 2 | -25401.84181 | 8.57 |